DFT (wB97M-V/def2-TZVPD) results for a molecular structure, C26H18B3Cl68I2NO4 in a non-equilibrium geometry.

Properties
Gap between HOMO and LUMO (eV): 8.469
HOMO energy (eV): -8.73

ORCA input file:
```
! RIJCOSX wB97M-V def2-TZVPD def2/J DEFGRID3
* xyz 0 1
C 4.546 1.097 4.855
C 4.679 1.319 3.204
O 4.497 0.205 2.462
N 4.986 2.663 2.581
C 3.755 3.524 2.402
C 3.610 4.551 3.688
C 2.332 5.599 3.438
C 1.819 6.099 4.912
B 0.585 5.069 5.381
O 0.807 4.056 6.457
B 0.281 2.803 5.875
O -1.088 2.731 5.326
B -1.497 3.984 4.664
C -2.942 4.097 3.819
I -2.434 5.330 2.029
C -3.477 2.656 3.251
C -3.956 1.591 4.404
I -5.292 3.132 2.042
O -0.710 5.267 4.701
H 4.336 2.138 5.367
H 3.622 0.403 5.062
H 5.546 0.613 5.240
H 5.754 3.174 3.069
H 2.810 2.802 2.315
H 3.771 4.161 1.400
H 4.606 5.133 3.888
H 3.333 3.957 4.674
H 2.631 6.520 2.771
H 1.505 4.937 2.891
H 2.694 5.930 5.671
H 1.351 7.173 4.930
H 1.011 1.855 5.862
H -3.743 4.727 4.400
H -2.710 2.224 2.470
H -4.194 2.068 5.449
H -3.034 0.856 4.579
H -4.834 0.896 3.995
C 2.308 7.451 9.005
Cl 3.225 8.549 7.942
Cl 0.925 8.325 9.710
Cl 1.714 6.065 8.056
Cl 3.369 6.866 10.311
C -7.592 -0.928 1.633
Cl -7.124 -0.823 -0.083
Cl -6.135 -1.155 2.633
Cl -8.416 0.576 2.117
Cl -8.693 -2.309 1.866
C 1.607 -0.014 0.039
Cl 1.337 0.636 1.676
Cl 1.423 -1.786 0.065
Cl 0.416 0.691 -1.084
Cl 3.253 0.404 -0.502
C -0.493 -2.875 -3.809
Cl 0.211 -4.335 -3.068
Cl -2.256 -3.079 -3.965
Cl -0.147 -1.462 -2.782
Cl 0.221 -2.625 -5.423
C 1.607 -3.923 -8.915
Cl -0.149 -3.633 -8.984
Cl 2.404 -2.548 -8.109
Cl 1.927 -5.416 -7.997
Cl 2.247 -4.093 -10.569
C -7.693 -4.552 -1.603
Cl -9.168 -3.657 -1.160
Cl -6.374 -3.398 -1.928
Cl -7.225 -5.627 -0.262
Cl -8.004 -5.524 -3.063
C -8.768 -7.915 -6.566
Cl -10.244 -7.020 -6.122
Cl -7.450 -6.762 -6.890
Cl -8.300 -8.990 -5.224
Cl -9.080 -8.888 -8.026
C 4.856 -4.553 -0.741
Cl 3.538 -5.409 -1.581
Cl 4.532 -2.801 -0.759
Cl 4.953 -5.122 0.945
Cl 6.400 -4.881 -1.569
C -6.544 7.326 0.852
Cl -5.675 7.214 2.404
Cl -7.726 5.998 0.737
Cl -7.395 8.888 0.759
Cl -5.380 7.203 -0.491
C -12.244 -5.988 0.600
Cl -13.662 -5.917 1.676
Cl -12.765 -5.738 -1.086
Cl -11.086 -4.714 1.059
Cl -11.463 -7.582 0.751
C 10.438 -3.147 -2.498
Cl 8.724 -3.483 -2.144
Cl 11.161 -2.253 -1.137
Cl 11.309 -4.684 -2.728
Cl 10.557 -2.169 -3.982
C -1.862 -6.995 -6.646
Cl -3.619 -6.705 -6.715
Cl -1.065 -5.620 -5.839
Cl -1.542 -8.488 -5.728
Cl -1.223 -7.166 -8.300
C 11.638 1.680 -4.586
Cl 10.162 2.575 -4.143
Cl 12.957 2.833 -4.910
Cl 12.106 0.605 -3.244
Cl 11.327 0.707 -6.046
C 5.338 -5.749 -5.453
Cl 3.862 -4.854 -5.010
Cl 6.657 -4.596 -5.778
Cl 5.806 -6.824 -4.112
Cl 5.027 -6.722 -6.913
C 4.138 1.218 -7.186
Cl 3.494 -0.130 -6.214
Cl 3.975 2.739 -6.273
Cl 5.857 0.922 -7.546
Cl 3.224 1.340 -8.711
C -0.962 10.398 7.005
Cl -2.351 10.717 5.936
Cl -0.431 8.709 6.800
Cl 0.376 11.497 6.585
Cl -1.443 10.667 8.699
C -2.762 -6.502 -1.036
Cl -4.519 -6.213 -1.106
Cl -1.965 -5.128 -0.230
Cl -2.442 -7.996 -0.118
Cl -2.123 -6.673 -2.690
*
```

Atom charges from the Löwdin analysis, given in e for atoms 1 to 4:
1 C -0.031
2 C -0.302
3 O -0.100
4 N -0.033

***

DFT (wB97M-V/def2-TZVPD) results for a molecular structure, C10H22N2OS2V.

Properties
Energy relative to the best compared isomer or geometry (same formula, charge and spin) (kJ/mol): 4.4
Gap between HOMO and LUMO (alpha / beta) (eV): 6.853 / 7.501
HOMO energy (alpha / beta) (eV): -24.37 / -24.37

ORCA input file:
```
! RIJCOSX wB97M-V def2-TZVPD def2/J DEFGRID3
* xyz 4 2
V -0.409 0.482 -0.204
C -1.528 1.943 -1.998
C -1.129 2.731 -0.703
N 0.192 2.373 -0.044
C 1.497 2.795 -0.682
C 1.779 2.049 -1.974
S 1.307 0.265 -1.807
C 0.310 -0.098 -3.321
C -1.142 -0.399 -2.968
N -1.609 0.441 -1.801
H -0.851 2.152 -2.819
H -2.518 2.318 -2.268
H -1.904 2.621 0.076
H -1.136 3.796 -0.964
H 0.177 2.776 0.900
H 2.262 2.599 0.070
H 1.475 3.873 -0.863
H 2.849 2.061 -2.197
H 1.252 2.447 -2.839
H 0.779 -0.960 -3.800
H 0.439 0.757 -3.985
H -1.283 -1.439 -2.676
H -1.788 -0.203 -3.828
H -2.585 0.188 -1.603
O -0.072 -0.838 0.799
S 0.357 -2.427 1.385
C 1.569 -2.147 2.714
C 0.829 -2.338 4.038
C -0.291 -3.340 3.777
C -1.021 -2.894 2.502
H 2.054 -1.183 2.539
H 2.309 -2.929 2.491
H 0.452 -1.387 4.413
H 1.537 -2.735 4.767
H -1.028 -3.338 4.583
H 0.084 -4.359 3.671
H -1.624 -1.993 2.650
H -1.593 -3.658 1.973
*
```

Atom charges from the Löwdin analysis, given in e for atoms 1 to 4:
1 V 1.050
2 C -0.089
3 C -0.089
4 N -0.136

***

DFT (wB97M-V/def2-TZVPD) results for a gas-phase ion, C6H12N3O2S (charge +1) in a non-equilibrium geometry.

Properties
Energy relative to the best compared isomer or geometry (same formula, charge and spin) (kJ/mol): 0.0
Gap between HOMO and LUMO (alpha / beta) (eV): 6.518 / 6.226
HOMO energy (alpha / beta) (eV): -9.33 / -13.02

ORCA input file:
```
! RIJCOSX wB97M-V def2-TZVPD def2/J DEFGRID3
* xyz 1 3
C -2.763 0.907 0.373
C -3.475 -0.207 0.191
C -1.418 1.296 0.494
C 1.199 0.751 0.292
C 3.885 -0.553 -0.994
C 3.858 -0.023 0.394
N -0.314 0.456 0.650
N -4.794 -0.017 -0.268
N -3.115 -1.515 0.400
O -1.333 2.542 0.218
O 1.436 1.721 -0.366
S 2.203 -0.384 1.068
H -3.247 1.885 0.098
H 3.466 -1.564 -0.919
H 3.253 0.101 -1.743
H 4.919 -0.582 -1.446
H 3.957 1.023 0.518
H 4.572 -0.456 1.076
H -0.430 -0.473 0.955
H -5.172 0.905 -0.359
H -5.326 -0.791 -0.597
H -3.863 -2.204 0.221
H -2.464 -1.865 1.167
H -0.544 3.040 0.135
*
```

Atom charges from the Löwdin analysis, given in e for atoms 1 to 4:
1 C 0.118
2 C -0.362
3 C -0.360
4 C -0.709

***

DFT (wB97M-V/def2-TZVPD) results for 3 unconnected molecules or ions with the total composition C3H13N2O3 in a non-equilibrium geometry.

Properties
Energy relative to the best compared isomer or geometry (same formula, charge and spin) (kJ/mol): 575.0
Gap between HOMO and LUMO (eV): 6.310
HOMO energy (eV): -14.23

ORCA input file:
```
! RIJCOSX wB97M-V def2-TZVPD def2/J DEFGRID3
* xyz 1 1
C 1.571 0.045 1.677
C 0.241 0.523 1.189
C -0.942 -0.392 0.899
N -2.268 0.132 1.271
O -1.182 -0.614 -0.648
N 2.766 0.440 0.936
H 1.640 -1.027 1.560
H 1.592 0.610 2.624
H -0.889 -1.412 1.259
H 0.072 1.548 1.302
H -2.198 0.892 1.954
H -2.919 -0.582 1.642
H 2.915 1.475 0.870
H -1.792 0.085 -0.783
H 2.668 -0.007 0.030
H -1.440 1.591 -3.417
H -0.489 0.362 -3.129
O -1.259 0.888 -2.768
H 0.964 -2.164 -2.509
H 0.164 -1.181 -1.588
O 0.783 -1.213 -2.371
*
```

Atom charges from the Löwdin analysis, given in e for atoms 1 to 4:
1 C -0.218
2 C 0.299
3 C -0.275
4 N 0.091

***

DFT (wB97M-V/def2-TZVPD) results for a molecular structure, C38H43As3Br3ClNO3SbSe4W in a non-equilibrium geometry.

Properties
Energy relative to the best compared isomer or geometry (same formula, charge and spin) (kJ/mol): 279.1
Gap between HOMO and LUMO (eV): 5.202
HOMO energy (eV): -7.02

ORCA input file:
```
! RIJCOSX wB97M-V def2-TZVPD def2/J DEFGRID3
* xyz 0 1
W 0.670 1.076 -0.681
C -1.330 2.918 2.500
As -1.243 1.584 1.102
C -2.311 2.577 -0.225
C -2.723 0.358 1.469
C -2.525 -0.849 2.389
C -3.924 -1.438 2.625
C -1.694 -1.915 1.661
As 0.176 -1.585 1.042
C 0.161 -3.242 -0.019
C 1.198 -2.185 2.588
C -1.886 -0.390 3.713
As -2.303 -1.387 5.377
C -0.875 -2.732 5.399
C -1.391 -0.097 6.538
H -0.955 2.546 3.450
H -2.385 3.179 2.585
H -0.753 3.795 2.199
H -3.364 2.329 -0.090
H -2.016 2.356 -1.247
H -2.143 3.643 -0.045
H -3.046 0.030 0.478
H -3.495 1.022 1.869
H -4.427 -1.607 1.670
H -4.541 -0.763 3.222
H -3.874 -2.391 3.154
H -2.225 -2.193 0.746
H -1.628 -2.821 2.273
H -0.703 -3.846 0.252
H 1.072 -3.809 0.165
H 0.114 -2.984 -1.076
H 0.738 -3.073 3.018
H 1.261 -1.392 3.331
H 2.209 -2.417 2.253
H -2.261 0.610 3.952
H -0.799 -0.295 3.609
H -1.071 -3.511 4.663
H -0.873 -3.194 6.386
H 0.101 -2.288 5.212
H -1.965 0.828 6.579
H -0.385 0.118 6.176
H -1.328 -0.505 7.546
C -1.429 -2.532 -3.721
C -0.290 -1.742 -4.286
C 0.167 -2.015 -5.586
C 1.179 -1.267 -6.111
C 1.905 -0.375 -5.291
C 3.034 0.358 -5.725
Br 3.616 0.257 -7.519
C 3.738 1.127 -4.846
C 3.400 1.119 -3.484
Br 4.429 2.117 -2.278
C 2.348 0.375 -2.990
O 2.152 0.239 -1.681
C 1.510 -0.267 -3.939
N 0.298 -0.818 -3.541
H -2.327 -2.443 -4.331
H -1.645 -2.254 -2.694
H -1.116 -3.579 -3.733
H -0.345 -2.766 -6.171
H 1.467 -1.380 -7.147
H 4.593 1.703 -5.171
Br 2.790 -2.212 -0.734
C 3.735 -1.204 0.604
C 4.867 -1.899 0.958
C 5.734 -1.455 1.962
C 5.401 -0.308 2.612
C 4.220 0.404 2.294
C 3.950 1.513 3.138
C 2.765 2.157 3.034
C 1.886 1.776 2.002
C 2.114 0.818 1.035
C 3.320 0.016 1.239
H 5.089 -2.821 0.441
H 6.615 -2.026 2.219
H 6.017 0.077 3.414
H 4.694 1.800 3.869
H 2.512 3.012 3.649
H 1.005 2.396 1.964
Se -1.228 6.475 -0.271
Sb 1.013 6.205 0.465
Se 2.832 6.243 -1.048
Se 1.375 5.674 2.748
Se 0.962 3.331 -0.368
Cl -5.875 1.004 -5.603
C -4.389 0.757 -4.747
C -3.204 1.232 -5.289
C -2.021 1.035 -4.598
C -2.023 0.357 -3.385
C -3.217 -0.099 -2.848
C -4.409 0.099 -3.527
C -0.728 0.228 -2.617
O -0.042 1.380 -2.595
O -0.836 -0.229 -1.357
H -3.217 1.763 -6.231
H -1.091 1.431 -4.989
H -3.214 -0.600 -1.889
H -5.348 -0.245 -3.116
*
```

Atom charges from the Löwdin analysis, given in e for atoms 1 to 4:
1 W 1.249
2 C -0.259
3 As 1.066
4 C -0.275

***

Which electronic energy belongs to each record? In order, -33320.05567; -2317.62485; -948.38710; -456.93053; -26556.87445 Ha.